*i*
Entry from the OMol25 dataset: C2 in the gas phase (ωB97M-V/def2-TZVPD).

```
! wB97M-V def2-TZVPD RIJCOSX def2/J DEFGRID3
* xyz 0 1
C 0.0000 0.0000 0.6235
C 0.0000 0.0000 -0.6235
*
```

Its gap between HOMO and LUMO is 6.88 eV. As for the LUMO energy: -4.732 eV. As for the HOMO energy: -0.4268 Eh.

Löwdin charges in e:
1. C 0.000
2. C 0.000

***

*ii*
Entry from the OMol25 dataset: 2 unconnected molecules or ions with the total composition C2 (ωB97M-V/def2-TZVPD).

```
! wB97M-V def2-TZVPD RIJCOSX def2/J DEFGRID3
* xyz 0 1
C 0.0417 -0.4118 1.4038
C -0.0417 0.4118 -1.4038
*
```

Its gap between HOMO and LUMO is 5.11 eV. As for the LUMO energy: -2.744 eV. As for the HOMO energy: -0.2887 Eh.

Löwdin charges in e:
1. C 0.000
2. C 0.000

***

The most stable of them is *i*.

***

*i*
Entry from the OMol25 dataset: C2 in the gas phase (ωB97M-V/def2-TZVPD).

```
! wB97M-V def2-TZVPD RIJCOSX def2/J DEFGRID3
* xyz 0 1
C 0.5222 0.2617 0.2355
C -0.5222 -0.2617 -0.2355
*
```

Its gap between HOMO and LUMO is 6.82 eV. As for the LUMO energy: -4.737 eV. As for the HOMO energy: -0.4248 Eh.

Löwdin charges in e:
1. C 0.000
2. C 0.000

***

*ii*
Entry from the OMol25 dataset: 2 unconnected molecules or ions with the total composition C2 (ωB97M-V/def2-TZVPD).

```
! wB97M-V def2-TZVPD RIJCOSX def2/J DEFGRID3
* xyz 0 1
C 0.0000 0.0000 1.4715
C 0.0000 0.0000 -1.4715
*
```

Its gap between HOMO and LUMO is 5.08 eV. As for the LUMO energy: -2.762 eV. As for the HOMO energy: -0.2882 Eh.

Löwdin charges in e:
1. C 0.000
2. C 0.000

***

The most stable of them is *i*.

***

*i*
Entry from the OMol25 dataset: C5H10N2 in the gas phase (ωB97M-V/def2-TZVPD).

```
! wB97M-V def2-TZVPD RIJCOSX def2/J DEFGRID3
* xyz 0 1
C -1.9337 -0.2402 0.2052
C -1.1350 -0.0065 -1.0657
N 0.2057 1.1059 -1.2872
C 0.4188 -0.1954 -0.9177
C 0.9381 -0.5023 0.4775
C 2.1782 0.1838 0.9070
N 0.8843 0.5545 1.4735
H -2.9926 -0.0241 0.0367
H -1.5768 0.3782 1.0311
H -1.8400 -1.2868 0.5057
H -1.4464 -0.5728 -1.9449
H -1.2804 1.0771 -1.3818
H 0.7863 -0.9219 -1.6639
H 0.7289 -1.5046 0.8515
H 2.8673 -0.3029 1.5933
H 2.6405 0.8667 0.1946
H 0.5567 1.3913 0.9850
*
```

Its gap between HOMO and LUMO is 9.75 eV. As for the LUMO energy: 1.062 eV. As for the HOMO energy: -0.3192 Eh.

Löwdin charges in e:
1. C -0.067
2. C -0.245
3. N 0.095
4. C -0.396
5. C -0.313
6. C -0.142
7. N 0.012
8. H 0.079
9. H 0.077
10. H 0.083
11. H 0.132
12. H 0.132
13. H 0.136
14. H 0.134
15. H 0.097
16. H 0.108
17. H 0.078

***

*ii*
Entry from the OMol25 dataset: C5H10N2 in the gas phase (ωB97M-V/def2-TZVPD).

```
! wB97M-V def2-TZVPD RIJCOSX def2/J DEFGRID3
* xyz 0 1
C -2.2583 -0.1026 -0.0828
C -1.4565 0.3967 -1.3000
N -0.1439 0.6048 -0.7219
C 0.5805 -0.4288 -0.6310
C 1.4244 -0.6046 0.5795
C 2.5407 0.2891 0.9556
N 1.2497 0.4090 1.6109
H -3.3393 -0.0456 -0.2222
H -1.9762 0.4995 0.7892
H -1.9785 -1.1390 0.1535
H -1.4663 -0.3628 -2.0989
H -1.8634 1.3351 -1.6816
H 0.4153 -1.3098 -1.2702
H 1.3931 -1.6349 0.9312
H 3.3309 -0.1074 1.5862
H 2.8365 1.0383 0.2254
H 0.7113 1.1631 1.1772
*
```

Its gap between HOMO and LUMO is 10.18 eV. As for the LUMO energy: 1.050 eV. The SMILES is CC/N=C/[C@H]1CN1. As for the HOMO energy: -0.3356 Eh.

Löwdin charges in e:
1. C -0.093
2. C -0.281
3. N 0.004
4. C -0.151
5. C -0.308
6. C -0.143
7. N 0.018
8. H 0.066
9. H 0.075
10. H 0.075
11. H 0.104
12. H 0.101
13. H 0.123
14. H 0.131
15. H 0.097
16. H 0.108
17. H 0.076

***

*iii*
Entry from the OMol25 dataset: a molecular structure, C5H10N2 (ωB97M-V/def2-TZVPD).

```
! wB97M-V def2-TZVPD RIJCOSX def2/J DEFGRID3
* xyz 0 1
C 0.3430 0.4639 -1.4832
C -0.7841 -1.6124 0.1105
C -1.5174 -0.7816 0.9723
C 0.3417 1.5983 -0.4347
N 0.7336 -0.5209 -0.4256
C 0.8130 0.5545 0.5674
N 1.4284 0.4770 1.6593
H 1.5509 -1.1178 -0.5704
H 1.3675 1.3341 2.2033
H 1.0878 0.5453 -2.2723
H -0.6352 0.2226 -1.8944
H -0.1517 -2.3896 0.5297
H -1.2388 -1.9613 -0.8169
H -2.4866 -0.4102 0.6629
H -1.2950 -0.8091 2.0277
H 1.0793 2.3850 -0.6147
H -0.6363 2.0222 -0.2208
*
```

Its gap between HOMO and LUMO is 7.73 eV. As for the LUMO energy: 0.857 eV. As for the HOMO energy: -0.2525 Eh.

Löwdin charges in e:
1. C -0.138
2. C -0.165
3. C -0.137
4. C -0.071
5. N -0.051
6. C -0.432
7. N 0.172
8. H 0.149
9. H 0.062
10. H 0.109
11. H 0.104
12. H 0.068
13. H 0.073
14. H 0.017
15. H 0.019
16. H 0.113
17. H 0.107

***

The most stable of them is *ii*.

***

*i*
Entry from the OMol25 dataset: C5H10N2 in the gas phase (ωB97M-V/def2-TZVPD).

```
! wB97M-V def2-TZVPD RIJCOSX def2/J DEFGRID3
* xyz 0 1
C 1.9988 0.7820 -0.1504
C 1.9097 -0.6566 0.2773
C -0.6828 0.2887 -0.3180
C -2.1625 0.0396 -0.2591
C -1.3484 -0.2118 1.0080
H 0.9740 1.3904 -0.0156
H 2.3091 0.8730 -1.3332
H 2.8174 1.3598 0.6883
H 2.3205 -1.3401 1.1573
H -0.6682 -1.1274 -1.5767
H -0.2826 1.3518 -0.1941
H -2.8267 0.9126 -0.3367
H -2.6050 -0.8575 -0.8906
H -1.4830 0.4545 1.7627
H -0.9946 -1.2776 1.2730
N 0.7661 -1.3691 -0.0772
N -0.0417 -0.6123 -1.0150
*
```

Its gap between HOMO and LUMO is 9.74 eV. As for the LUMO energy: 1.104 eV. The SMILES is C/C=N\NC1CC1. As for the HOMO energy: -0.3175 Eh.

Löwdin charges in e:
1. C -0.155
2. C -0.187
3. C -0.474
4. C -0.114
5. C -0.069
6. H 0.049
7. H 0.128
8. H 0.137
9. H 0.131
10. H 0.106
11. H 0.111
12. H 0.092
13. H 0.137
14. H 0.051
15. H 0.121
16. N 0.000
17. N -0.064

***

*ii*
Entry from the OMol25 dataset: C5H10N2 in the gas phase (ωB97M-V/def2-TZVPD).

```
! wB97M-V def2-TZVPD RIJCOSX def2/J DEFGRID3
* xyz 0 1
C -0.3049 1.0568 2.3752
C -0.1287 0.1688 0.0581
C 0.4223 0.4814 -1.2964
C 1.6282 0.1834 -1.8628
C -1.0291 -1.8962 -0.6337
H -1.3552 0.7245 2.3233
H -0.1913 1.9965 2.8945
H 0.4020 0.3442 2.7799
H 0.6805 1.8647 0.7329
H -0.2969 1.0031 -1.9224
H 1.8103 0.6181 -2.7831
H 2.3890 -0.4639 -1.4417
H -0.1628 -2.5834 -0.6787
H -1.9305 -2.4350 -0.3421
H -1.1479 -1.3777 -1.6121
N -0.0098 1.2164 0.9615
N -0.7754 -0.9016 0.4475
*
```

Its gap between HOMO and LUMO is 9.43 eV. As for the LUMO energy: 1.008 eV. The SMILES is C=C/C(=N\C)NC. As for the HOMO energy: -0.3095 Eh.

Löwdin charges in e:
1. C -0.091
2. C -0.403
3. C -0.109
4. C 0.048
5. C -0.137
6. H 0.085
7. H 0.073
8. H 0.076
9. H 0.091
10. H 0.106
11. H 0.024
12. H 0.065
13. H 0.075
14. H 0.059
15. H 0.067
16. N -0.044
17. N 0.014

***

The most stable of them is *ii*.

***

*i*
Entry from the OMol25 dataset: C5H10N2 in the gas phase (ωB97M-V/def2-TZVPD).

```
! wB97M-V def2-TZVPD RIJCOSX def2/J DEFGRID3
* xyz 0 1
C -2.6974 0.6441 0.3052
C -2.0302 -0.5390 -0.4596
C 1.1107 -1.0392 0.7358
C 1.4442 -0.3370 -0.4623
C 2.3881 0.7859 -0.2960
H -3.1393 1.4317 -0.3985
H -1.9524 1.2026 0.9244
H -3.4288 0.2434 0.9783
H -2.6290 -1.0868 -1.2340
H 1.8197 -0.7744 1.5454
H 0.8366 -2.1091 0.7356
H 1.2259 -0.9770 -1.2266
H 3.4042 0.5243 -0.0636
H 2.4391 1.3736 -1.1419
H 1.9462 1.4601 0.4052
N -0.8039 -0.7355 -0.6537
N 0.0663 -0.0676 0.3064
*
```

Its gap between HOMO and LUMO is 9.98 eV. As for the LUMO energy: 1.205 eV. The SMILES is C/C=N\N1C[C@@H]1C. As for the HOMO energy: -0.3227 Eh.

Löwdin charges in e:
1. C -0.079
2. C -0.199
3. C -0.163
4. C -0.295
5. C -0.058
6. H 0.092
7. H 0.062
8. H 0.042
9. H 0.108
10. H 0.117
11. H 0.113
12. H 0.092
13. H 0.079
14. H 0.046
15. H 0.080
16. N -0.012
17. N -0.025

***

*ii*
Entry from the OMol25 dataset: 2 unconnected molecules or ions with the total composition C5H10N2 (ωB97M-V/def2-TZVPD).

```
! wB97M-V def2-TZVPD RIJCOSX def2/J DEFGRID3
* xyz 0 1
C -0.9681 1.2581 -1.4890
C 1.2243 -0.4934 -0.6804
C -0.5225 -1.5494 0.8657
C -0.1535 -0.3185 0.0802
C 0.4461 1.0453 2.0265
N -1.0840 0.4583 -0.3035
N 1.5955 0.8920 2.0725
H -0.5513 1.3519 2.2527
H -0.7471 0.6471 -2.3793
H -0.1681 2.0090 -1.3849
H -1.9090 1.7917 -1.6288
H 1.0236 -0.4186 -1.7570
H 1.7137 -1.4357 -0.4667
H 1.9003 0.3118 -0.4267
H -1.5082 -1.4369 1.3110
H -0.5018 -2.4424 0.2457
H 0.2101 -1.6702 1.6620
*
```

Its gap between HOMO and LUMO is 10.21 eV. As for the LUMO energy: 1.020 eV. The SMILES is CN=C(C)C.C#N. As for the HOMO energy: -0.3377 Eh.

Löwdin charges in e:
1. C -0.138
2. C -0.036
3. C -0.068
4. C -0.484
5. C -0.094
6. N -0.014
7. N 0.105
8. H 0.081
9. H 0.080
10. H 0.086
11. H 0.067
12. H 0.064
13. H 0.068
14. H 0.054
15. H 0.076
16. H 0.084
17. H 0.067

***

The most stable of them is *ii*.

***

*i*
Entry from the OMol25 dataset: 2 unconnected molecules or ions with the total composition C5H4N2O (ωB97M-V/def2-TZVPD).

```
! wB97M-V def2-TZVPD RIJCOSX def2/J DEFGRID3
* xyz 0 1
C -0.1613 -0.7924 0.2435
C 1.6450 -0.0990 1.4837
C 0.4608 0.3461 -0.2548
C -0.0230 1.2192 -1.2380
C -0.5110 2.0524 -2.0491
H -1.8022 -1.4074 -0.8347
H -1.8283 -2.1449 1.0613
H 2.1828 -0.1064 2.5641
H -0.9218 2.5006 -3.0627
N -1.3402 -1.2262 0.1019
N 1.6401 0.6842 0.4891
O 0.6591 -1.0263 1.4958
*
```

Its gap between HOMO and LUMO is 7.44 eV. As for the LUMO energy: -0.281 eV. As for the HOMO energy: -0.2836 Eh.

Löwdin charges in e:
1. C -0.327
2. C -0.258
3. C -0.287
4. C -0.115
5. C 0.079
6. H 0.132
7. H 0.314
8. H 0.181
9. H 0.071
10. N 0.098
11. N 0.116
12. O -0.003

***

*ii*
Entry from the OMol25 dataset: C5H4N2O in the gas phase (ωB97M-V/def2-TZVPD).

```
! wB97M-V def2-TZVPD RIJCOSX def2/J DEFGRID3
* xyz 0 1
C -0.3986 -0.9806 -0.4001
C -0.5441 0.7192 1.0372
C 0.2113 0.2477 -0.0458
C 1.4077 0.8552 -0.6627
C 2.2443 1.5583 -1.1953
H -0.4173 -2.7018 -1.1407
H -2.0938 -0.3411 2.0344
H -0.4569 1.6686 1.5798
H 2.9548 2.2228 -1.6258
N -1.4518 -1.1976 0.4047
N -1.5068 -0.1773 1.2373
O 0.0512 -1.8734 -1.2231
*
```

Its gap between HOMO and LUMO is 9.60 eV. As for the LUMO energy: 0.925 eV. The SMILES is C#Cc1c[nH]nc1O. As for the HOMO energy: -0.3187 Eh.

Löwdin charges in e:
1. C -0.404
2. C -0.045
3. C -0.164
4. C -0.070
5. C 0.105
6. H 0.120
7. H 0.154
8. H 0.134
9. H 0.019
10. N 0.076
11. N -0.047
12. O 0.122

***

The most stable of them is *ii*.

***

*i*
Entry from the OMol25 dataset: C5H4N2O in the gas phase (ωB97M-V/def2-TZVPD).

```
! wB97M-V def2-TZVPD RIJCOSX def2/J DEFGRID3
* xyz 0 1
C -1.5637 -0.3259 2.1984
C 0.0156 1.5872 1.7936
C 0.3131 1.3189 0.4761
C -0.7979 0.7327 2.4777
C -0.1929 -0.9915 0.0876
N -2.3677 -1.1666 2.2646
N -1.1892 -1.6663 -0.4013
O 0.0654 0.2375 -0.2912
H 0.3990 2.4778 2.3150
H 0.7291 2.1286 -0.0947
H -1.4353 -2.4418 0.1195
H -1.9623 -1.0619 -0.8313
*
```

Its gap between HOMO and LUMO (alpha / beta) is 6.48 / 6.51 eV. As for the LUMO energy (alpha / beta): -1.548 / -1.519 eV. As for the HOMO energy (alpha / beta): -0.2952 / -0.2950 Eh.

Löwdin charges in e:
1. C -0.376
2. C -0.117
3. C -0.056
4. C 0.007
5. C -0.199
6. N 0.136
7. N 0.132
8. O 0.012
9. H 0.108
10. H 0.126
11. H 0.067
12. H 0.161

***

*ii*
Entry from the OMol25 dataset: C5H4N2O in the gas phase (ωB97M-V/def2-TZVPD).

```
! wB97M-V def2-TZVPD RIJCOSX def2/J DEFGRID3
* xyz 0 1
C 1.0104 1.0284 -1.4584
C 0.4253 0.5115 0.4617
C -0.9487 -0.9140 1.3696
C -1.4750 -1.1129 0.1684
C -0.0096 0.1350 -0.7170
H 0.9334 1.9439 -2.0387
H 1.6673 0.4507 -2.1069
H -1.0386 -1.3342 2.2393
H -2.5678 -1.4264 -0.0184
N 0.2433 -0.2399 1.4678
N -0.9574 -0.7779 -0.9211
O 1.4988 1.2004 -0.1060
*
```

Its gap between HOMO and LUMO is 9.63 eV. As for the LUMO energy: 0.260 eV. The SMILES is c1cnc2c(n1)CO2. As for the HOMO energy: -0.3443 Eh.

Löwdin charges in e:
1. C -0.019
2. C -0.320
3. C -0.070
4. C -0.216
5. C -0.183
6. H 0.121
7. H 0.119
8. H 0.056
9. H 0.148
10. N 0.195
11. N 0.155
12. O 0.014

***

*iii*
Entry from the OMol25 dataset: C5H4N2O in the gas phase (ωB97M-V/def2-TZVPD).

```
! wB97M-V def2-TZVPD RIJCOSX def2/J DEFGRID3
* xyz 0 1
C 0.0587 1.1355 1.3551
C -1.2795 1.1174 0.9982
C -0.4092 -0.3594 -0.3358
C -0.0783 -0.6748 -1.6559
C 0.0175 -0.9135 -2.9421
H 2.0020 -1.4829 0.8985
H 0.4290 1.3046 2.3447
H -2.1500 1.4331 1.6882
H 0.1997 -1.3755 -3.8330
N 0.6436 0.1318 0.5794
N -1.4441 0.1192 -0.0324
O 2.0108 -0.4353 0.9351
*
```

Its gap between HOMO and LUMO is 8.92 eV. As for the LUMO energy: 0.171 eV. The SMILES is C#Cc1nccn1O. As for the HOMO energy: -0.3215 Eh.

Löwdin charges in e:
1. C -0.058
2. C -0.078
3. C -0.440
4. C -0.012
5. C 0.166
6. H 0.158
7. H 0.113
8. H 0.127
9. H -0.017
10. N -0.037
11. N 0.110
12. O -0.033

***

The most stable of them is *ii*.

***

*i*
Entry from the OMol25 dataset: 2 unconnected molecules or ions with the total composition C2H7NO3 (ωB97M-V/def2-TZVPD).

```
! wB97M-V def2-TZVPD RIJCOSX def2/J DEFGRID3
* xyz 0 1
O 0.1171 -1.1254 1.1012
C 0.3837 -1.4508 -0.0492
N 0.0276 -0.7907 -1.1557
C -0.7163 0.4941 -1.2610
O -0.0423 1.7006 -1.6061
H 0.7140 -2.4354 -0.1497
H 0.4169 -1.2060 -2.0134
H -1.4176 0.2805 -1.9179
H -1.4003 0.7569 -0.3052
H 0.6216 1.7402 -0.9208
H 0.1072 0.2721 2.1947
H 1.0272 0.9204 3.1609
O 0.1612 0.8434 2.9222
*
```

Its gap between HOMO and LUMO is 11.09 eV. As for the LUMO energy: 0.527 eV. The SMILES is O=CNCO.O. As for the HOMO energy: -0.3881 Eh.

Löwdin charges in e:
1. O 0.006
2. C -0.330
3. N 0.067
4. C -0.218
5. O -0.024
6. H 0.115
7. H 0.152
8. H 0.062
9. H 0.186
10. H 0.081
11. H -0.063
12. H -0.023
13. O -0.012

***

*ii*
Entry from the OMol25 dataset: 2 unconnected molecules or ions with the total composition C2H7NO3 (ωB97M-V/def2-TZVPD).

```
! wB97M-V def2-TZVPD RIJCOSX def2/J DEFGRID3
* xyz 0 1
O -1.3595 -0.2171 -2.8626
O 0.4509 0.0374 -1.4636
C -0.6753 -0.5384 -1.8572
N 1.2907 0.6818 0.6287
C 1.1241 -0.4012 -0.3243
H -1.0885 -1.2444 -1.1100
H 1.7883 1.4770 0.2131
H 0.3514 1.0235 0.8603
H 2.0826 -0.7054 -0.7871
H 0.6238 -1.3166 0.0463
O -1.5159 0.0060 2.2868
H -1.4744 0.4692 1.4196
H -1.5983 0.7282 2.9500
*
```

Its gap between HOMO and LUMO is 10.90 eV. As for the LUMO energy: 0.483 eV. The SMILES is NCOC=O.O. As for the HOMO energy: -0.3829 Eh.

Löwdin charges in e:
1. O 0.026
2. O -0.023
3. C -0.314
4. N 0.050
5. C -0.287
6. H 0.142
7. H 0.088
8. H 0.050
9. H 0.136
10. H 0.128
11. O -0.081
12. H 0.028
13. H 0.059

***

*iii*
Entry from the OMol25 dataset: 2 unconnected molecules or ions with the total composition C2H7NO3 (ωB97M-V/def2-TZVPD).

```
! wB97M-V def2-TZVPD RIJCOSX def2/J DEFGRID3
* xyz 0 1
O -0.2572 -1.4850 0.8569
C -1.0607 -1.1042 0.0197
N -0.8600 -0.1978 -0.9428
C 0.4876 0.2246 -1.4201
O 0.9231 1.3775 -0.8270
H -2.1076 -1.4528 0.0517
H -1.6044 0.2809 -1.4156
H 0.3797 0.3826 -2.4955
H 1.1251 -0.6327 -1.2100
H 0.6838 1.4788 0.1050
H 0.3713 -0.0264 1.8337
H 1.3183 0.9706 2.4534
O 0.5199 0.9239 1.9107
*
```

Its gap between HOMO and LUMO is 11.01 eV. As for the LUMO energy: 0.779 eV. The SMILES is O=CNCO.O. As for the HOMO energy: -0.3758 Eh.

Löwdin charges in e:
1. O -0.004
2. C -0.355
3. N 0.062
4. C -0.255
5. O -0.034
6. H 0.135
7. H 0.134
8. H 0.126
9. H 0.124
10. H 0.052
11. H 0.007
12. H 0.063
13. O -0.054

***

*iv*
Entry from the OMol25 dataset: 2 unconnected molecules or ions with the total composition C2H7NO3 (ωB97M-V/def2-TZVPD).

```
! wB97M-V def2-TZVPD RIJCOSX def2/J DEFGRID3
* xyz 0 1
O -0.6429 2.8229 -0.3968
C -1.1726 1.9548 -1.0448
N -1.2564 0.6346 -0.7033
C -1.4802 0.1476 0.6213
O -2.5934 0.7875 1.2820
H -1.7450 2.1555 -1.9710
H -1.3943 0.0375 -1.5031
H -0.6445 0.3339 1.3030
H -1.8191 -0.8775 0.6642
H -2.5472 1.7398 1.1513
H 5.2195 -3.8855 -0.1990
H 5.3930 -2.6384 0.5335
O 4.6830 -3.2127 0.2628
*
```

Its gap between HOMO and LUMO is 11.03 eV. As for the LUMO energy: 0.791 eV. The SMILES is O=CNCO.O. As for the HOMO energy: -0.3764 Eh.

Löwdin charges in e:
1. O 0.049
2. C -0.364
3. N 0.032
4. C -0.234
5. O -0.066
6. H 0.134
7. H 0.129
8. H 0.124
9. H 0.125
10. H 0.069
11. H 0.044
12. H 0.019
13. O -0.064

***

The most stable of them is *iii*.